Density functional theory data (ωB97M-V with the def2-TZVPD basis set) for a 2-piece molecular cluster, C4H8O overall.

Output
Electronic energy (eV): -6322.1791
Structure (SMILES): C=CC.C=O
HOMO (eV): -9.7
LUMO level (eV): 0.8
Energy relative to the best compared isomer or geometry (same formula, charge and spin) (kcal per mole): 68.92

```
! RIJCOSX wB97M-V def2-TZVPD def2/J DEFGRID3
* xyz 0 1
H 0.4639 2.4181 0.7761
H 2.0194 1.7420 0.4084
C 1.1496 0.1439 -1.8007
C -2.1123 -1.8058 0.9729
C 0.4952 0.5153 -0.6378
H -2.9141 -2.5660 1.0166
H -1.3290 -1.7989 0.1350
H 0.8325 1.0212 1.4962
H 2.2338 0.5385 -1.9022
H -0.6308 0.0217 -0.4040
C 0.9765 1.5185 0.5570
O -2.1692 -0.9220 1.7963
H 0.9845 -0.8265 -2.4139
*
```

The molecule's natural (NBO) atomic charges, reported in e, are given here:
1 H 0.2234
2 H 0.2083
3 C -0.4576
4 C 0.2623
5 C -0.1536
6 H 0.1190
7 H 0.1210
8 H 0.2236
9 H 0.1932
10 H 0.1822
11 C -0.6423
12 O -0.4998
13 H 0.2204